A cluster of 11 separate species, C23H68O11 in total, computed with ωB97M-V/def2-TZVPD.

Net charge = 0
LUMO energy = 0.35 eV
SMILES = CC(C)O.CC(C)O.CC(C)O.CC(C)O.CC(C)O.CC(C)O.CO.CO.CO.CO.CO
Kohn-Sham gap = 9.98 eV
Relative energy (zero: lowest compared OMol25 entry of this formula, charge and spin) = 0.000 eV

Each line ends with the Mulliken charge.
CARTESIAN COORDINATES (ANGSTROEM)
C1 -7.0444 -9.7653 6.0407  -1.360
C2 -7.5939 -10.1357 7.3798  0.185
C3 -6.7410 -9.5302 8.4884  -0.745
O1 -8.9472 -9.6720 7.5192  -0.568
H1 -5.9625 -9.9584 6.0555  0.330
H2 -7.1008 -8.6874 5.8557  0.345
H3 -7.5203 -10.2680 5.2023  0.348
H4 -7.6248 -11.2048 7.5825  0.337
H5 -5.8474 -10.1517 8.6206  0.408
H6 -7.2940 -9.5769 9.4248  0.104
H7 -6.3912 -8.5267 8.2424  0.222
H8 -8.9312 -8.7254 7.3370  0.350
C4 -7.8226 -6.9136 15.0244  -0.202
C5 -9.0632 -6.5831 15.8392  0.332
C6 -10.2941 -6.5040 14.9473  -1.232
O2 -9.2322 -7.6664 16.7885  -0.568
H9 -8.0462 -7.7523 14.3649  -0.434
H10 -6.9619 -7.1433 15.6514  0.016
H11 -7.5491 -6.0379 14.4321  0.632
H12 -8.9143 -5.6408 16.3763  0.362
H13 -11.1584 -6.1150 15.4899  0.485
H14 -10.5554 -7.5182 14.6376  0.188
H15 -10.1027 -5.8802 14.0737  0.236
H16 -9.9272 -7.4061 17.4001  0.282
C7 -10.8845 -6.5800 10.3602  -1.254
C8 -9.8074 -5.5369 10.0774  0.345
C9 -8.4531 -5.8570 10.7424  -0.210
O3 -9.6874 -5.4017 8.6633  -0.566
H17 -11.7443 -6.3383 9.7352  0.376
H18 -11.1754 -6.5649 11.4079  0.285
H19 -10.5205 -7.5697 10.0743  0.264
H20 -10.1629 -4.5870 10.5152  0.226
H21 -8.1900 -6.8829 10.5003  -0.168
H22 -8.5195 -5.6613 11.8131  0.119
H23 -7.7022 -5.1903 10.3176  0.279
H24 -9.0371 -4.7134 8.4918  0.316
C10 -3.5668 -11.2089 12.8323  -1.430
C11 -3.6913 -9.7697 12.3497  2.246
C12 -2.3467 -9.1777 12.0169  -1.532
O4 -4.5354 -9.7204 11.1792  -0.297
H25 -4.5026 -11.6042 13.2313  0.173
H26 -2.8165 -11.3143 13.6185  0.423
H27 -3.2790 -11.8536 11.9961  0.354
H28 -4.1989 -9.1925 13.1384  -1.111
H29 -1.8662 -9.7161 11.2000  0.379
H30 -1.6827 -9.2641 12.8826  0.358
H31 -2.3921 -8.1144 11.7820  0.296
H32 -5.3012 -10.2715 11.3949  -0.038
C13 -3.2932 -5.5072 8.3357  -1.681
C14 -3.6676 -6.1610 9.6503  0.742
C15 -5.0854 -5.8019 10.0578  -0.777
O5 -3.5107 -7.5637 9.4627  -0.532
H33 -3.9242 -5.9358 7.5546  0.342
H34 -2.2624 -5.7671 8.1009  0.425
H35 -3.4610 -4.4319 8.3753  0.369
H36 -2.9681 -5.8379 10.4390  0.205
H37 -5.7276 -5.8984 9.1779  0.393
H38 -5.1405 -4.7674 10.4031  0.539
H39 -5.4510 -6.4779 10.8332  -0.215
H40 -3.9845 -8.0450 10.1580  0.223
C16 -5.5690 -10.6456 16.0063  -0.771
C17 -6.6352 -10.3248 17.0297  0.681
C18 -6.2769 -9.2284 18.0084  -1.450
O6 -7.8964 -10.0658 16.3903  -0.480
H41 -5.3580 -9.7856 15.3655  -0.110
H42 -5.9218 -11.4717 15.3866  0.116
H43 -4.6529 -10.9540 16.5106  0.528
H44 -6.8026 -11.2129 17.6534  0.272
H45 -6.1480 -8.2404 17.5438  0.261
H46 -5.3258 -9.4122 18.5132  0.438
H47 -7.0556 -9.1093 18.7633  0.366
H48 -8.1412 -9.1344 16.4888  0.049
C19 -9.5826 -13.3372 11.1963  -0.444
O7 -9.3305 -14.0786 12.3719  -0.550
H49 -9.1409 -12.3292 11.2880  0.016
H50 -9.0884 -13.7664 10.3172  0.293
H51 -10.6486 -13.2145 11.0345  0.345
H52 -8.3858 -14.2718 12.4174  0.389
C20 -4.5751 -6.7022 13.6356  0.404
O8 -4.0714 -5.5107 14.2003  -0.606
H53 -3.8415 -7.1924 12.9880  0.080
H54 -4.8169 -7.3660 14.4671  0.073
H55 -5.5139 -6.5734 13.0835  -0.216
H56 -3.9745 -4.8551 13.5043  0.331
C21 -7.2647 -9.1994 12.4589  -0.127
O9 -6.9010 -10.5530 12.4196  0.062
H57 -8.2916 -9.0583 12.7955  0.463
H58 -6.5337 -8.6005 13.0183  0.368
H59 -7.1925 -8.8199 11.4395  -0.831
H60 -7.2690 -11.0914 13.1318  0.131
C22 -6.3666 -14.4524 10.6169  -0.699
O10 -6.4261 -13.7633 11.8567  -0.526
H61 -7.1580 -15.2019 10.5457  0.314
H62 -6.4768 -13.7749 9.7639  0.215
H63 -5.3933 -14.9304 10.4907  0.273
H64 -6.6311 -12.8354 11.7063  0.362
C23 -10.4036 -11.3101 14.4115  -0.842
O11 -9.0112 -11.2830 14.1222  -0.079
H65 -10.7602 -10.3164 14.1094  0.265
H66 -10.9285 -11.9997 13.7486  0.250
H67 -10.6325 -11.5738 15.4409  0.278
H68 -8.5253 -11.0407 14.9231  0.190